Entry from OMol25: C17H16BaBrF3N2O5 as an isolated structure (the ωB97M-V functional and the def2-TZVPD basis).

- HOMO: -15.92 eV
- HOMO-LUMO gap: 6.25 eV
- DFT total energy: -4041.121421 Ha

Geometry as ORCA input:
```
! wB97M-V def2-TZVPD RIJCOSX def2/J DEFGRID3
* xyz 2 1
C 1.66 -3.16 2.89
C 2.99 -2.75 2.12
C 2.89 -1.19 1.82
C 1.97 -0.99 0.59
O 0.54 -0.77 1.01
C 0.04 0.10 0.16
C -0.51 -0.38 -1.24
N -0.45 -1.75 -1.49
C -1.79 -2.41 -1.33
C -2.14 -2.60 0.19
C -1.13 0.59 -2.28
C -1.73 0.22 -3.64
F -3.06 0.41 -3.60
F -1.23 1.03 -4.60
F -1.53 -1.04 -4.02
C -1.22 2.13 -1.90
O -1.82 3.12 -2.80
N -0.91 3.92 -3.42
O 0.16 3.35 -3.61
C -0.68 2.63 -0.48
C -0.05 1.62 0.54
C 0.42 2.19 1.91
O 1.37 1.81 2.47
C -0.49 3.37 2.45
Br -0.83 3.47 4.33
C -1.00 4.27 1.56
C -0.75 4.18 0.05
O -0.57 5.18 -0.67
H 0.92 -3.46 2.12
H 1.27 -2.25 3.41
H 1.84 -3.96 3.63
H 3.88 -2.87 2.77
H 3.08 -3.29 1.17
H 2.56 -0.64 2.72
H 3.92 -0.87 1.56
H 1.97 -1.84 -0.13
H 2.26 -0.07 0.02
H -0.03 -1.96 -2.39
H -2.56 -1.70 -1.73
H -1.88 -3.38 -1.85
H -1.95 -1.65 0.74
H -1.53 -3.39 0.67
H -3.21 -2.85 0.32
H -1.63 5.10 1.94
Ba 0.92 2.55 -1.99
*
```

Taken from the Löwdin analysis, the atomic charges in e are:
1 C -0.09
2 C -0.21
3 C -0.16
4 C -0.10
5 O -0.02
6 C -0.14
7 C -0.08
8 N 0.00
9 C -0.19
10 C -0.06
11 C 0.05
12 C -0.57
13 F 0.19
14 F 0.16
15 F 0.19
16 C -0.38
17 O 0.03
18 N 0.11
19 O -0.43
20 C -0.30
21 C 0.01
22 C -0.35
23 O 0.19
24 C -0.55
25 Br 0.89
26 C -0.01
27 C -0.28
28 O 0.11
29 H 0.06
30 H 0.07
31 H 0.08
32 H 0.11
33 H 0.10
34 H 0.11
35 H 0.13
36 H 0.13
37 H 0.12
38 H 0.14
39 H 0.11
40 H 0.14
41 H 0.07
42 H 0.08
43 H 0.09
44 H 0.14
45 Ba 2.30

***

Entry from OMol25: a 2-piece molecular cluster, C39H51N6O overall (the ωB97M-V functional and the def2-TZVPD basis).

- HOMO: -8.14 eV
- HOMO-LUMO gap: 3.72 eV
- DFT total energy: -1920.170858 Ha
- Energy relative to the best compared isomer or geometry (same formula, charge and spin): 216.2 kJ/mol

Geometry as ORCA input:
```
! wB97M-V def2-TZVPD RIJCOSX def2/J DEFGRID3
* xyz 1 1
C -3.06 -2.21 3.08
C -2.58 -2.51 1.66
C -3.51 -3.49 0.96
N -1.21 -3.06 1.70
N -0.99 -4.36 1.82
N 0.30 -4.48 1.88
C 0.99 -5.78 1.99
C 0.66 -6.63 0.78
C 0.59 -6.46 3.29
C 1.01 -3.25 1.81
C 2.46 -3.07 1.84
C 3.16 -2.91 3.05
C 4.52 -2.79 3.07
C 5.25 -2.83 1.89
C 4.59 -2.98 0.68
C 3.22 -3.10 0.65
C -0.02 -2.29 1.70
C 0.12 -0.93 1.64
H -4.08 -1.83 3.09
H -3.04 -3.12 3.68
H -2.41 -1.49 3.57
H -2.54 -1.58 1.08
H -4.53 -3.10 0.88
H -3.16 -3.72 -0.05
H -3.56 -4.43 1.51
H 2.07 -5.58 2.01
H 1.16 -7.60 0.81
H -0.41 -6.82 0.72
H 0.95 -6.13 -0.14
H 1.09 -7.43 3.41
H 0.84 -5.84 4.15
H -0.49 -6.64 3.32
H 2.59 -2.90 3.97
H 5.04 -2.68 4.01
H 6.32 -2.74 1.91
H 5.16 -3.01 -0.23
H 2.71 -3.24 -0.29
H 1.09 -0.49 1.68
H -0.73 -0.28 1.57
C -2.38 6.66 -1.42
N -1.26 5.81 -1.04
C -0.16 6.32 -0.38
O 0.01 7.47 -0.07
C 0.77 5.15 -0.12
C 0.92 4.87 1.38
C 1.53 5.99 2.16
C 2.91 6.12 2.27
C 3.47 7.19 2.93
C 2.66 8.15 3.50
C 1.28 8.04 3.40
C 0.73 6.96 2.74
N 0.18 3.98 -0.84
C 0.78 2.74 -0.97
C 0.19 1.69 -1.63
C 0.72 0.42 -1.77
C 0.07 -0.63 -2.46
C 0.69 -1.89 -2.56
C 0.10 -2.93 -3.23
C -1.15 -2.77 -3.84
N -1.76 -3.85 -4.56
C -2.82 -4.65 -3.95
C -1.64 -3.92 -6.02
C -1.79 -1.52 -3.75
C -1.20 -0.48 -3.08
C -1.14 4.38 -1.44
C -2.29 3.59 -0.82
C -1.08 4.32 -2.97
H -2.26 7.65 -0.99
H -2.44 6.75 -2.50
H -3.31 6.23 -1.05
H 1.75 5.37 -0.56
H -0.07 4.63 1.79
H 1.51 3.96 1.52
H 3.54 5.37 1.83
H 4.54 7.28 3.01
H 3.09 9.01 3.99
H 0.65 8.79 3.83
H -0.34 6.88 2.65
H 1.75 2.60 -0.52
H -0.76 1.87 -2.08
H 1.67 0.21 -1.32
H 1.66 -2.03 -2.10
H 0.59 -3.88 -3.30
H -2.92 -4.39 -2.89
H -3.78 -4.47 -4.44
H -2.59 -5.71 -4.03
H -0.94 -3.16 -6.37
H -1.27 -4.90 -6.32
H -2.60 -3.74 -6.50
H -2.74 -1.39 -4.22
H -1.70 0.46 -3.03
H -2.31 3.76 0.25
H -3.24 3.90 -1.25
H -2.19 2.52 -0.98
H -0.30 4.98 -3.32
H -0.87 3.32 -3.34
H -2.03 4.65 -3.40
*
```

Taken from the Löwdin analysis, the atomic charges in e are:
1 C -0.05
2 C -0.37
3 C -0.06
4 N -0.04
5 N 0.15
6 N -0.04
7 C -0.35
8 C -0.05
9 C -0.05
10 C -0.09
11 C -0.18
12 C -0.02
13 C -0.08
14 C -0.08
15 C -0.08
16 C -0.03
17 C -0.27
18 C -0.02
19 H 0.08
20 H 0.08
21 H 0.08
22 H 0.13
23 H 0.08
24 H 0.07
25 H 0.08
26 H 0.14
27 H 0.09
28 H 0.08
29 H 0.08
30 H 0.09
31 H 0.08
32 H 0.08
33 H 0.12
34 H 0.11
35 H 0.11
36 H 0.10
37 H 0.10
38 H 0.02
39 H 0.01
40 C 0.00
41 N -0.03
42 C -0.39
43 O 0.11
44 C -0.13
45 C -0.09
46 C -0.24
47 C -0.04
48 C -0.08
49 C -0.08
50 C -0.07
51 C -0.05
52 N 0.06
53 C 0.04
54 C -0.08
55 C 0.05
56 C -0.21
57 C 0.00
58 C 0.02
59 C -0.21
60 N -0.23
61 C -0.06
62 C -0.06
63 C 0.01
64 C 0.00
65 C -0.44
66 C 0.01
67 C 0.01
68 H 0.10
69 H 0.09
70 H 0.09
71 H 0.17
72 H 0.13
73 H 0.12
74 H 0.11
75 H 0.11
76 H 0.11
77 H 0.11
78 H 0.11
79 H 0.15
80 H 0.06
81 H 0.13
82 H 0.10
83 H 0.12
84 H 0.08
85 H 0.08
86 H 0.08
87 H 0.09
88 H 0.08
89 H 0.08
90 H 0.12
91 H 0.10
92 H 0.10
93 H 0.09
94 H 0.07
95 H 0.11
96 H 0.07
97 H 0.09

***

Entry from OMol25: C4H5NO2 as an isolated structure (the ωB97M-V functional and the def2-TZVPD basis).

- HOMO: -9.35 eV
- HOMO-LUMO gap: 9.40 eV
- DFT total energy: -360.456399 Ha
- Energy relative to the best compared isomer or geometry (same formula, charge and spin): 559.3 kJ/mol

Geometry as ORCA input:
```
! wB97M-V def2-TZVPD RIJCOSX def2/J DEFGRID3
* xyz 0 1
O 0.83 2.52 0.50
C 0.50 1.39 0.19
N 1.29 0.45 -0.44
C 0.51 -0.71 -0.65
C -0.90 -0.55 -0.11
O -0.86 -0.32 1.29
C -0.90 0.82 0.43
H 1.43 -0.95 0.23
H 0.96 -1.76 0.17
H 0.66 -1.24 -1.59
H -1.75 -1.09 -0.51
H -1.78 1.45 0.50
*
```

Taken from the Löwdin analysis, the atomic charges in e are:
1 O 0.06
2 C -0.47
3 N 0.03
4 C -0.20
5 C -0.22
6 O 0.02
7 C -0.12
8 H 0.21
9 H 0.22
10 H 0.14
11 H 0.15
12 H 0.16

***

LUMO energy values, unit eV, following the record order: -9.7 -4.4 0.1.